{"formula": "C3H7NO", "method": "ωB97M-V/def2-TZVPD", "symbols": ["N", "C", "C", "O", "C", "H", "H", "H", "H", "H", "H", "H"], "coordinates": [[-1.70616, -1.01028, 0.23392], [-0.46004, -0.30577, -0.25422], [0.92934, -0.49874, 0.52637], [1.52769, 0.78854, -0.39603], [-0.01689, 1.21378, -0.11625], [-2.54286, -1.03410, -0.61240], [-1.38538, -2.04752, 0.17013], [-0.43171, -0.47053, -1.34615], [1.61612, -1.45745, 0.42758], [0.57790, -0.18772, 1.71733], [-0.49400, 2.00819, -0.90830], [-0.33297, 1.49714, 1.14716]], "atomic_forces_ev_per_a": [[-0.9118, -1.5157, -2.5046], [1.1956, 0.5555, -0.7032], [-0.3579, 0.1970, -0.3838], [-5.4180, -1.5915, 4.1225], [-1.3093, 0.7149, 0.6390], [3.2640, 0.5005, 2.9580], [-0.8337, 2.1362, 0.3825], [0.9133, -0.2412, 0.4961], [-1.4475, 2.1829, 0.2049], [1.8069, -0.8147, -3.3535], [1.6149, -1.8768, 2.0653], [1.4833, -0.2472, -3.9232]], "lowdin_charge": [-0.05, -0.44, -0.09, -0.19, -0.17, 0.15, 0.08, 0.12, 0.12, 0.16, 0.14, 0.17], "e_above_lowest_kj_mol": 596.2, "e_tot_ev": -6756.5716, "homo_energy_ev": -9.896, "smiles": "NC1COC1", "molar_mass_g_mol": 73.09, "e_lumo_ev": 0.703, "spin_multiplicity": 1}

***

{"formula": "C6H16N", "method": "ωB97M-V/def2-TZVPD", "symbols": ["C", "C", "C", "C", "C", "C", "N", "H", "H", "H", "H", "H", "H", "H", "H", "H", "H", "H", "H", "H", "H", "H", "H"], "coordinates": [[0.56687, 2.09631, -0.30062], [0.35804, 0.69863, -1.25963], [1.84542, 0.00728, -1.33865], [-0.79487, -0.13185, -0.68638], [-0.82978, -0.34247, 0.82992], [-1.94138, -1.26507, 1.24355], [0.48364, -0.93230, 1.18966], [0.90420, 1.76969, 0.77277], [0.94557, 2.99809, -0.99147], [-0.55639, 2.28200, -0.15193], [0.06718, 1.07021, -2.24019], [1.93835, -0.98809, -0.95963], [2.59080, 0.79870, -1.21290], [1.91298, -0.32918, -2.42752], [-0.66588, -1.05035, -1.03540], [-1.64991, 0.22235, -1.12733], [-0.89166, 0.63240, 1.35971], [-1.93339, -0.96909, 2.34351], [-1.80772, -2.37365, 1.30456], [-2.85498, -1.04168, 0.67717], [0.53972, -1.67511, 0.56808], [0.59097, -1.29320, 2.26422], [1.18221, -0.18361, 1.17849]], "atomic_forces_ev_per_a": [[-2.9522, -1.4622, -1.6597], [2.8913, 1.9564, 2.4052], [-2.6129, 0.7308, -3.6278], [2.8273, 2.4703, 1.8596], [-0.6354, 1.3777, -1.0034], [-0.0447, 0.0237, 2.6324], [-0.0289, 1.1896, 5.4747], [0.3037, 1.4060, -2.1864], [-0.1055, -2.1504, 2.3550], [1.5350, 0.5636, 0.0726], [0.1745, -0.1537, 0.0164], [0.4634, -0.2118, 1.3619], [0.1336, -0.8009, 0.5048], [0.2057, 0.8060, 0.9842], [0.3093, -4.3927, -1.9691], [-2.5127, 0.9375, -0.2886], [-0.1454, -0.7186, -0.2590], [-1.4121, -0.6729, -1.0337], [0.4390, 0.8515, -0.7654], [0.1599, 0.0244, 0.6646], [1.4446, -1.8874, -1.3656], [-0.8523, 0.7055, -3.1640], [0.4147, -0.5924, -1.0089]], "lowdin_charge": [-0.06, -0.31, -0.06, -0.15, -0.39, -0.03, 0.21, 0.08, 0.13, 0.07, 0.12, 0.04, 0.08, 0.10, 0.08, 0.11, 0.15, 0.11, 0.11, 0.11, 0.12, 0.26, 0.14], "e_above_lowest_kj_mol": 280.5, "charge": 1, "e_tot_ev": -7962.5246, "homo_energy_ev": -14.317, "smiles": "CC(C)C[C@@H](C)[NH3+]", "molar_mass_g_mol": 102.20, "e_lumo_ev": -3.588, "spin_multiplicity": 1}

***

{"formula": "C3H7NO", "method": "ωB97M-V/def2-TZVPD", "symbols": ["C", "C", "C", "N", "O", "H", "H", "H", "H", "H", "H", "H"], "coordinates": [[1.05290, -0.58451, -1.13045], [0.42698, 0.56390, -0.42288], [-0.80070, 0.10652, 0.71833], [-1.29897, 1.18535, 1.44634], [-0.26924, -1.21314, 0.99362], [2.07390, -0.70460, -1.24082], [0.56856, -1.16914, -2.06570], [-0.08235, -1.53394, 0.03923], [0.99768, 1.12106, 0.30040], [-0.25164, 1.40875, -0.93093], [-0.72874, 1.28621, 2.38675], [-1.68838, -0.46646, -0.09389]], "atomic_forces_ev_per_a": [[-4.2232, 2.9225, -2.1546], [1.0657, 1.0057, -4.2322], [-6.1085, -1.9656, -0.8849], [3.7787, -4.0554, 0.2763], [0.2688, 0.5570, 1.3277], [2.0647, -0.4717, 1.2241], [0.3351, 1.6794, 2.3794], [-0.1386, 0.4521, 2.1671], [1.0974, -0.1926, -0.1505], [1.3993, -2.6079, 0.5518], [-1.2912, -0.4388, -2.0881], [1.7519, 3.1153, 1.5837]], "lowdin_charge": [0.01, -0.18, -0.51, 0.08, -0.13, 0.02, 0.12, 0.07, 0.08, 0.15, 0.09, 0.21], "e_above_lowest_kj_mol": 793.1, "e_tot_ev": -6754.5303, "homo_energy_ev": -8.325, "molar_mass_g_mol": 73.09, "e_lumo_ev": -2.227, "spin_multiplicity": 1}

***

{"formula": "C7H9NO2S2", "method": "ωB97M-V/def2-TZVPD", "symbols": ["C", "C", "C", "C", "C", "C", "C", "N", "O", "O", "S", "S", "H", "H", "H", "H", "H", "H", "H", "H", "H"], "coordinates": [[-1.92655, 2.94069, -1.02870], [-1.28179, 1.78953, -0.70413], [-0.74081, -1.48844, -0.77917], [-1.10114, 0.12187, 1.04874], [-1.39722, 0.04535, 2.50840], [2.07639, -2.54511, -0.08649], [1.22698, 1.04013, -1.54703], [-2.42197, 3.97288, -1.09545], [-0.62814, -0.96534, 0.48021], [-1.42325, 1.27060, 0.52512], [0.59664, -2.36142, -1.29082], [-0.54009, 0.70494, -1.94202], [-1.30454, 1.09436, 2.88710], [-0.70837, -0.63429, 3.10859], [-2.51958, -0.27917, 2.40775], [2.23168, -1.82366, 0.65195], [2.96577, -2.58991, -0.68928], [2.16876, -3.43857, 0.41132], [1.50120, 1.97073, -1.99084], [1.55431, 0.32010, -2.31049], [1.67172, 0.85472, -0.56475]], "atomic_forces_ev_per_a": [[-0.0758, 0.0970, 0.9233], [1.4019, -2.8909, -3.0524], [-0.6168, 0.7804, -0.3455], [-0.2016, 1.3355, -0.2493], [-0.8981, 0.0164, -0.1207], [-0.3828, 1.0159, -2.2289], [-0.4431, -1.5662, -1.9172], [-0.8202, 1.4194, -0.5397], [0.6291, 0.2844, 0.7753], [0.3708, -1.9299, 1.6786], [1.3635, -1.2294, 0.8249], [-0.1035, 2.3109, 2.2026], [-0.4242, -1.0513, -0.0645], [-1.2548, 0.6384, -1.0344], [1.8991, 0.3507, 1.2877], [-0.2431, 1.6818, 0.8504], [0.2785, 0.5313, -0.7487], [-0.9791, -2.5088, 1.0602], [0.0350, 0.9143, 0.2447], [1.0484, -0.1343, 0.5653], [-0.5832, -0.0654, -0.1118]], "lowdin_charge": [-0.31, -0.57, -0.54, -0.38, 0.03, -0.29, -0.33, 0.13, -0.11, 0.06, 0.87, 0.95, 0.11, 0.12, 0.14, 0.01, 0.03, 0.00, 0.03, 0.01, 0.06], "e_above_lowest_kj_mol": 735.2, "e_tot_ev": -34653.0512, "homo_energy_ev": [-7.284, -7.286], "molar_mass_g_mol": 203.29, "e_lumo_ev": [-0.278, -0.276], "spin_multiplicity": 1}

***

{"formula": "C3H3FI2", "method": "ωB97M-V/def2-TZVPD", "symbols": ["F", "C", "I", "C", "C", "I", "H", "H", "H"], "coordinates": [[-1.32611, -1.43266, 0.06260], [-0.34222, -0.62446, 0.39574], [0.47899, -1.56563, 2.19559], [-0.29508, 0.89815, 0.35546], [0.63459, 0.00305, -0.44631], [0.04909, -0.18104, -3.03735], [0.17798, 1.55778, 1.10221], [-1.13025, 1.33833, -0.15011], [1.75301, 0.00647, -0.47784]], "atomic_forces_ev_per_a": [[-0.9794, 0.3399, -1.0929], [1.5020, -0.2556, 2.7739], [0.1039, 0.3832, -0.3281], [0.5401, -0.5911, -0.4179], [0.4087, 0.7310, -3.3529], [0.5425, 0.1953, 2.6719], [-0.4630, -0.7948, -0.0490], [-0.2409, 0.2342, -0.4238], [-1.4139, -0.2421, 0.2190]], "lowdin_charge": [-0.02, -0.96, 0.82, -0.13, -0.35, 0.34, 0.11, 0.10, 0.09], "e_above_lowest_kj_mol": 88.4, "e_tot_ev": -22075.5179, "homo_energy_ev": [-9.608, -9.608], "smiles": "F[C@]1(I)C[C@@H]1I", "molar_mass_g_mol": 311.86, "e_lumo_ev": [-1.832, -1.832], "spin_multiplicity": 1}

***

{"formula": "ClH3NOP", "method": "ωB97M-V/def2-TZVPD", "symbols": ["N", "O", "P", "Cl", "H", "H", "H"], "coordinates": [[-0.04905, 0.40051, 0.34849], [-0.08430, -1.69064, -1.34363], [-1.26607, -0.80671, -0.94447], [-2.12173, -1.87210, 0.51388], [0.23451, 1.33011, 0.06250], [-0.81047, 0.55510, 0.99276], [0.63795, -1.34332, -0.94451]], "atomic_forces_ev_per_a": [[1.1514, 0.4512, 0.8227], [-0.8598, -3.0998, -2.8924], [-3.9671, 1.1031, -0.9097], [-0.7234, -0.4475, 0.7501], [0.2070, 0.3661, -0.2549], [-0.2179, 0.1484, 0.5011], [4.4098, 1.4785, 1.9831]], "lowdin_charge": [-0.09, -0.36, 0.34, 0.19, 0.00, -0.05, -0.03], "e_above_lowest_kj_mol": 69.6, "e_tot_ev": -25394.1209, "homo_energy_ev": [-5.731, -10.358], "molar_mass_g_mol": 99.46, "e_lumo_ev": [0.977, -2.568], "s2": 2.0066, "spin_multiplicity": 3}

***

{"formula": "C16H15FO4S2", "method": "ωB97M-V/def2-TZVPD", "symbols": ["C", "C", "C", "C", "C", "C", "C", "C", "C", "H", "H", "H", "H", "H", "H", "H", "H", "H", "H", "H", "F", "C", "S", "O", "O", "C", "C", "C", "C", "C", "C", "S", "O", "O", "H", "H", "H", "H"], "coordinates": [[-0.67959, -1.84679, 2.02931], [0.07969, -0.58585, 1.43131], [-0.65265, 0.65171, 1.91696], [1.54072, -0.63843, 1.80552], [2.29602, 0.57433, 1.85901], [3.68695, 0.60163, 2.15297], [4.35591, -0.60017, 2.43081], [3.60837, -1.79212, 2.50477], [2.23842, -1.77300, 2.26595], [-0.27549, -2.77259, 1.57790], [-0.45950, -1.82129, 3.19637], [-1.80201, -1.82101, 1.84621], [-0.08761, 1.59736, 1.82486], [-1.65733, 0.76859, 1.43869], [-0.81916, 0.47884, 3.04583], [1.82890, 1.56259, 1.70427], [4.24191, 1.54917, 2.06385], [5.45215, -0.59522, 2.58988], [4.15517, -2.72000, 2.68468], [1.70637, -2.70667, 2.53055], [0.38774, -1.88747, -0.72258], [-0.23680, -0.77649, -0.29896], [-1.95734, -0.82449, -0.89224], [-2.21424, -2.08895, -1.53058], [-2.83769, -0.27682, 0.13937], [-2.18120, 0.32483, -2.28011], [-1.04814, 1.02929, -2.51804], [-1.00761, 1.98894, -3.53424], [-2.16829, 2.24484, -4.26508], [-3.35610, 1.56257, -3.97092], [-3.36712, 0.60281, -2.96054], [0.28523, 0.63694, -1.30706], [0.46684, 1.78718, -0.53166], [1.29807, 0.12066, -2.25304], [-0.09398, 2.54023, -3.71732], [-2.16201, 2.99929, -5.06176], [-4.27108, 1.79538, -4.52546], [-4.29352, 0.11018, -2.66949]], "atomic_forces_ev_per_a": [[0.1140, 0.4067, 1.1154], [-2.3676, -1.4205, -1.0146], [-0.6376, 0.6999, 1.6842], [1.7078, 1.4832, 0.4209], [0.5588, 0.0785, -0.0621], [-0.7296, -0.6023, -0.3770], [-0.1641, 0.1386, -0.1992], [0.7505, 1.0517, -0.1912], [-0.7051, -1.0291, -0.0228], [-0.2470, 0.3771, 0.4461], [-0.5816, -0.2458, -2.4597], [1.4964, 0.1971, 0.3009], [-0.4158, -0.6700, -0.0891], [1.0945, -0.1159, 0.6049], [0.1683, 0.3684, -1.6170], [0.2278, -0.8682, -0.2566], [-0.4142, -0.5385, 0.2691], [-0.8450, -0.0993, -0.0975], [-0.4911, 0.1875, 0.2422], [0.2218, 0.5864, -0.7301], [-0.0823, 0.1053, -0.1266], [0.8805, 0.5089, 1.6965], [-4.5669, -0.1542, -0.4079], [0.4788, -0.2239, 0.9871], [0.9196, -1.0084, -0.7289], [0.5370, 0.1524, 0.8976], [0.2487, -0.0206, 0.7368], [0.1841, 0.1630, 0.1550], [0.2666, -0.0533, 0.0621], [0.1745, -0.2059, 0.2718], [-0.4744, -0.2979, 0.0942], [2.4705, -0.8661, -6.1103], [0.5033, 1.7424, 1.7367], [-0.9238, 0.7005, 2.2901], [-0.0441, 0.0006, -0.0585], [0.0855, -0.3655, 0.4059], [0.3653, -0.1466, 0.3017], [0.2358, -0.0161, -0.1702]], "lowdin_charge": [-0.05, -0.37, -0.07, -0.17, -0.02, -0.07, -0.09, -0.08, -0.04, 0.08, 0.14, 0.10, 0.07, 0.08, 0.13, 0.10, 0.11, 0.11, 0.11, 0.11, 0.05, -0.44, 0.76, -0.26, -0.31, -0.25, -0.24, -0.03, -0.05, -0.05, -0.03, 0.74, -0.25, -0.29, 0.12, 0.12, 0.12, 0.13], "e_tot_ev": -49409.3298, "homo_energy_ev": -9.423, "molar_mass_g_mol": 354.42, "e_lumo_ev": 0.145, "spin_multiplicity": 1}

***

{"formula": "C5H10O5", "method": "ωB97M-V/def2-TZVPD", "symbols": ["C", "C", "C", "C", "C", "O", "O", "O", "O", "O", "H", "H", "H", "H", "H", "H", "H", "H", "H", "H"], "coordinates": [[-0.21629, -0.15689, -0.38082], [0.57332, -1.43381, -0.50472], [0.29001, 0.96397, 0.44613], [1.46057, -1.59569, -1.71630], [1.56939, 1.43753, -0.13184], [-0.64946, 1.99157, 0.53054], [1.87793, -0.71208, -2.44710], [1.87506, -2.84082, -1.78551], [-2.87016, 0.86648, 2.14223], [2.65641, 0.77447, 0.11598], [-0.43568, 0.16695, -1.38735], [-1.18429, -0.34145, 0.07701], [1.22665, -1.49443, 0.31891], [-0.16122, -2.23516, -0.61601], [0.47267, 0.64000, 1.43427], [-0.39809, 2.65493, -0.10820], [-2.49317, 0.31081, 1.51012], [2.44808, -2.93421, -2.64767], [-2.25123, 1.59785, 1.90107], [3.36161, 1.12904, -0.46475]], "atomic_forces_ev_per_a": [[-1.1509, -0.5307, -1.1094], [-0.9910, 0.1539, -1.1949], [2.0988, 0.0624, 0.2476], [0.8066, 2.3240, -0.0257], [-0.0092, 1.9726, -1.4185], [-0.4278, 0.1199, 0.2340], [-0.7699, -0.8480, 0.4367], [1.6205, -1.5762, -2.6701], [0.4756, 2.3224, 0.8112], [-0.2363, -0.6484, 0.1055], [-0.1221, 0.5480, -0.3314], [-0.1901, -0.4810, -0.1571], [0.6496, -0.9081, 1.2659], [0.3852, -0.2931, 0.7064], [0.0675, -0.7108, 1.5425], [0.1842, 0.5193, -0.4664], [0.3259, -2.3806, -1.5755], [-1.3923, 0.3596, 2.3163], [-0.8614, 0.0960, 0.7785], [-0.4627, -0.1013, 0.5045]], "lowdin_charge": [-0.14, -0.08, -0.46, -0.55, -0.01, -0.03, 0.09, 0.10, -0.05, 0.06, 0.13, 0.11, 0.12, 0.14, 0.15, 0.09, -0.04, 0.19, 0.04, 0.13], "e_above_lowest_kj_mol": 324.8, "e_tot_ev": -15581.7978, "homo_energy_ev": -8.589, "molar_mass_g_mol": 150.13, "e_lumo_ev": 0.380, "spin_multiplicity": 1}